1.
{"formula": "C40H88AsF6N5O18", "method": "ωB97M-V/def2-TZVPD", "symbols": ["C", "C", "N", "C", "C", "N", "C", "C", "H", "H", "H", "H", "H", "H", "H", "H", "H", "H", "H", "As", "F", "F", "F", "F", "F", "F", "C", "C", "O", "C", "O", "O", "C", "H", "H", "H", "H", "H", "H", "H", "H", "C", "C", "O", "C", "O", "O", "C", "H", "H", "H", "H", "H", "H", "H", "H", "C", "C", "O", "C", "O", "O", "C", "H", "H", "H", "H", "H", "H", "H", "H", "C", "C", "O", "C", "O", "O", "C", "H", "H", "H", "H", "H", "H", "H", "H", "C", "O", "C", "C", "N", "C", "C", "O", "C", "H", "H", "H", "H", "H", "H", "H", "H", "H", "H", "H", "H", "H", "H", "H", "C", "O", "C", "C", "N", "C", "C", "O", "C", "H", "H", "H", "H", "H", "H", "H", "H", "H", "H", "H", "H", "H", "H", "H", "C", "O", "C", "C", "N", "C", "C", "O", "C", "H", "H", "H", "H", "H", "H", "H", "H", "H", "H", "H", "H", "H", "H", "H"], "positions_angstrom": [[-4.0377, 2.1549, -0.3248], [-3.3751, 1.2009, 0.6518], [-1.9231, 1.0689, 0.4172], [-1.2937, 0.0691, -0.3131], [0.0130, 0.3792, -0.3329], [0.1718, 1.5485, 0.3613], [-1.0141, 1.9481, 0.7725], [1.4137, 2.2821, 0.5533], [-3.7429, 2.0338, -1.3588], [-4.0734, 3.1772, 0.0552], [-5.1120, 1.9170, -0.3393], [-3.7832, 0.1935, 0.6590], [-3.5170, 1.5717, 1.6661], [-1.8244, -0.7598, -0.7393], [0.8951, -0.1074, -0.7111], [-1.1855, 2.9181, 1.2095], [1.6667, 2.3409, 1.6142], [1.2915, 3.3520, 0.3609], [2.1820, 1.8313, -0.0614], [-1.7628, 6.0460, 1.1422], [-3.1697, 6.1803, 0.1616], [-0.9842, 5.0725, -0.0745], [-0.3149, 5.8444, 2.0901], [-2.4479, 7.0026, 2.4044], [-2.3860, 4.6088, 1.9176], [-1.1570, 7.4747, 0.4064], [3.2921, 6.1140, -2.4293], [2.6735, 4.8998, -1.7492], [3.6429, 3.8521, -1.5669], [4.5362, 4.0316, -0.5984], [4.4698, 4.8394, 0.2833], [5.5266, 3.1626, -0.7786], [6.4561, 3.1045, 0.2804], [2.5592, 6.5910, -3.0839], [4.1529, 5.8535, -3.0478], [3.6075, 6.8935, -1.7361], [1.9004, 4.5091, -2.4022], [2.2670, 5.2015, -0.7863], [7.1480, 3.9504, 0.2233], [7.0357, 2.1895, 0.2072], [5.9907, 3.1586, 1.2651], [3.9892, -0.2476, 2.9169], [4.5794, 0.9829, 3.5788], [3.8274, 2.1186, 3.0852], [3.4088, 3.0264, 3.9617], [3.7024, 3.0835, 5.1188], [2.5943, 3.8548, 3.3197], [2.0279, 4.9198, 4.0737], [4.7058, -1.0705, 3.0155], [3.8816, -0.1153, 1.8410], [3.0611, -0.5337, 3.4022], [5.6001, 1.1710, 3.2542], [4.4404, 0.9373, 4.6559], [1.0690, 5.1781, 3.6309], [2.6195, 5.8364, 3.9834], [1.9418, 4.6628, 5.1249], [-5.9417, 3.1223, 4.3373], [-6.9663, 2.0153, 4.4057], [-8.0937, 2.3161, 3.5870], [-8.1504, 1.7376, 2.4050], [-7.3428, 0.9826, 1.9258], [-9.3333, 2.0358, 1.8641], [-9.7059, 1.2679, 0.7387], [-5.4993, 3.1550, 3.3459], [-5.1098, 2.9041, 5.0071], [-6.4432, 4.0487, 4.5977], [-7.3588, 1.9275, 5.4209], [-6.5924, 1.0205, 4.1623], [-9.2228, 1.6172, -0.1753], [-10.7753, 1.3728, 0.5734], [-9.4770, 0.2190, 0.9235], [-1.4760, -0.6695, 5.4647], [-2.4473, 0.3295, 4.9168], [-3.8041, -0.1654, 4.9203], [-4.2060, -0.8535, 3.8522], [-3.5396, -1.1677, 2.9120], [-5.4340, -1.3171, 4.0631], [-5.9087, -2.1441, 3.0064], [-1.4577, -1.6058, 4.9034], [-1.6304, -0.9560, 6.5063], [-0.4695, -0.2443, 5.3938], [-2.1766, 0.5965, 3.8888], [-2.4941, 1.2907, 5.4253], [-6.8143, -2.6313, 3.3567], [-5.1522, -2.8767, 2.7305], [-6.1724, -1.5756, 2.1126], [6.4890, -7.1749, 0.8626], [5.7791, -5.9911, 0.7114], [5.3572, -5.8131, -0.6184], [4.7089, -4.4683, -0.7712], [3.6225, -4.3083, 0.1918], [3.1389, -2.9538, 0.2891], [2.3020, -2.8234, 1.5203], [1.5557, -1.6234, 1.5056], [0.4605, -1.6677, 2.3820], [5.9210, -8.0437, 0.4872], [6.7252, -7.3792, 1.9017], [7.4091, -7.1558, 0.2608], [4.6136, -6.6060, -0.8479], [6.1269, -6.0317, -1.3726], [4.2974, -4.3466, -1.7805], [5.4836, -3.6861, -0.6421], [3.7936, -4.8814, 1.0028], [2.5249, -2.7838, -0.5930], [4.0366, -2.3242, 0.3660], [2.8428, -2.9223, 2.4768], [1.6466, -3.7150, 1.5655], [0.7273, -1.6006, 3.4483], [-0.1522, -2.5619, 2.2136], [-0.1867, -0.8023, 2.2113], [-0.3295, -3.7322, -1.0363], [-1.0626, -2.6889, -1.6370], [-0.6814, -2.5617, -2.9799], [-1.5006, -1.5054, -3.6596], [-2.9083, -1.9457, -3.6823], [-3.7613, -1.0371, -4.4489], [-4.1653, 0.2064, -3.6516], [-4.4080, -0.1074, -2.2906], [-5.6575, -0.7239, -2.0551], [-0.6035, -4.6978, -1.4791], [-0.5200, -3.7096, 0.0337], [0.7508, -3.6254, -1.2023], [-0.8161, -3.4823, -3.5535], [0.3797, -2.2759, -3.0105], [-1.1116, -1.3842, -4.6738], [-1.3914, -0.5482, -3.1275], [-3.1829, -1.8043, -2.7108], [-4.6722, -1.5766, -4.7381], [-3.3022, -0.7724, -5.4034], [-5.0067, 0.7392, -4.1093], [-3.3250, 0.9078, -3.6143], [-6.4703, -0.0766, -2.4100], [-5.7997, -0.8152, -0.9793], [-5.7231, -1.7041, -2.5347], [0.7846, -4.5762, -6.2482], [1.7382, -3.5670, -6.0049], [2.9076, -4.1203, -5.4510], [3.8711, -3.0623, -5.0343], [3.3936, -2.3155, -3.9104], [4.1590, -1.0970, -3.6546], [3.7117, -0.4407, -2.3712], [2.4009, 0.1074, -2.3979], [2.1926, 1.1006, -3.3798], [1.1529, -5.2470, -7.0344], [-0.1078, -4.0916, -6.6482], [0.5137, -5.1225, -5.3434], [3.3606, -4.7633, -6.2284], [2.7136, -4.8391, -4.6418], [4.2036, -2.4551, -5.8936], [4.8030, -3.5830, -4.7636], [2.4067, -2.1117, -4.0271], [4.1552, -0.4254, -4.5192], [5.1787, -1.4641, -3.4864], [4.3866, 0.4120, -2.1895], [3.7995, -1.1372, -1.5462], [1.2119, 1.5359, -3.1699], [2.1609, 0.6634, -4.3799], [2.9054, 1.9293, -3.2960]], "forces_ev_per_angstrom": [[-1.58, -0.08, 0.42], [0.17, 0.14, 0.03], [-0.50, -0.47, -0.37], [-0.75, 0.11, 0.27], [1.05, -0.21, -0.06], [0.12, 0.21, -0.28], [0.03, 1.07, 0.44], [0.00, 0.82, 0.83], [0.47, 0.24, 0.04], [0.80, 0.10, -0.34], [0.15, -0.25, 0.05], [0.04, -0.03, -0.30], [0.16, 0.02, 0.04], [-0.04, -0.09, 0.10], [-0.21, -0.21, -0.25], [-0.27, 0.04, 0.30], [0.26, -0.74, -0.10], [-0.25, -0.22, -0.72], [0.15, 0.03, 0.05], [0.21, 0.77, 0.34], [-0.35, -0.33, 0.01], [-0.02, -0.48, -0.27], [0.21, 0.04, 0.09], [-0.21, -0.09, 0.06], [-0.19, -0.49, -0.16], [0.41, 0.18, -0.14], [0.02, 0.52, -0.17], [0.28, 0.83, -0.03], [-0.10, -0.33, -0.39], [-0.23, 0.33, -0.07], [-0.02, 0.21, 0.23], [-0.23, -0.67, -0.20], [0.91, 0.50, 0.78], [-0.03, -0.11, 0.01], [-0.07, -0.18, 0.00], [0.08, -0.23, 0.18], [-0.02, -0.44, 0.21], [-0.19, -0.22, 0.01], [-0.07, -0.05, -0.07], [-0.18, -0.13, -0.29], [-0.27, -0.08, -0.15], [0.92, -0.18, 0.09], [-0.73, 0.24, -0.51], [-0.11, -0.27, -0.33], [-0.15, 0.29, -0.27], [0.23, -0.11, 0.73], [-0.04, -0.15, -0.37], [-0.26, 1.01, 0.19], [-0.12, -0.04, 0.23], [-0.35, 0.18, 0.07], [-0.18, 0.01, -0.26], [0.19, -0.18, 0.38], [0.50, 0.09, 0.05], [-0.05, -0.39, 0.02], [0.32, -0.33, 0.00], [-0.05, -0.13, -0.01], [0.07, -0.66, -0.21], [0.34, -0.47, 0.79], [-0.24, 0.38, 0.00], [-0.48, -0.59, 0.04], [0.34, 0.00, -0.19], [-0.17, 0.46, 0.19], [-0.09, -0.37, -0.63], [-0.11, 0.33, -0.24], [-0.15, 0.14, 0.26], [0.31, 0.26, -0.05], [-0.14, 0.17, -0.07], [0.18, 0.19, -0.24], [0.27, -0.08, 0.14], [-0.04, 0.17, 0.37], [0.06, 0.01, -0.19], [0.68, -0.33, 0.35], [-0.34, 0.37, -0.95], [-0.34, 0.31, -0.02], [0.11, -0.88, 1.17], [0.88, 0.39, -1.05], [-0.31, 0.49, 0.12], [-0.36, -0.38, -0.52], [-0.19, 0.17, -0.24], [-0.24, 0.30, 0.01], [-0.06, 0.00, 0.05], [-0.04, -0.27, 0.02], [0.07, -0.26, 0.48], [0.09, 0.01, 0.23], [-0.08, -0.06, 0.10], [0.15, 0.26, 0.16], [0.34, -1.10, -0.58], [0.11, 0.60, 0.12], [-1.03, -1.17, -0.59], [-0.11, 0.49, 0.25], [0.26, -1.10, -1.13], [0.95, -0.80, 0.82], [-0.86, -0.58, 0.91], [-0.06, -0.17, -0.17], [-0.58, 0.35, 0.33], [-0.11, 0.16, 0.10], [0.00, 0.35, 0.13], [0.07, 0.07, 0.22], [-0.06, 0.26, 0.18], [0.41, 0.56, 0.33], [0.18, -0.07, -0.03], [-0.12, -0.06, 0.02], [-0.01, 0.62, 0.47], [0.15, 0.63, -0.09], [-0.38, 0.67, -0.35], [0.45, 0.31, -0.32], [-0.27, 0.34, -0.30], [0.32, -0.31, -0.16], [0.09, -0.02, 0.09], [0.17, -0.03, -0.27], [0.17, -0.20, -0.01], [0.01, -0.24, 0.11], [0.52, 0.49, -0.50], [-0.42, 0.06, 0.05], [0.52, 0.69, -0.08], [-0.75, -0.43, -0.04], [0.78, 0.33, 0.00], [-0.18, -0.05, 0.05], [-0.27, 0.32, -0.05], [-0.15, -0.01, 0.22], [-0.11, -0.12, 0.00], [-0.09, 0.18, 0.03], [0.00, -0.33, 0.22], [0.06, -0.07, -0.10], [-0.13, 0.01, -0.03], [0.16, 0.01, -0.14], [-0.31, -0.50, -0.10], [0.07, -0.06, 0.14], [0.19, 0.15, 0.13], [-0.10, -0.15, 0.07], [-0.07, 0.00, -0.04], [0.03, -0.14, -0.16], [0.21, -0.14, 0.03], [-0.07, -0.03, 0.05], [-0.26, 0.41, -0.70], [-0.29, 0.09, 0.72], [0.34, -1.05, -1.01], [1.03, -0.31, -0.24], [-0.47, 0.45, 0.37], [-0.15, -1.24, 0.19], [0.58, 1.43, -0.48], [-0.22, -0.64, 0.26], [-0.44, 0.20, 0.27], [-0.01, -0.24, 0.23], [0.02, 0.01, 0.13], [0.11, -0.13, 0.06], [0.20, 0.23, 0.05], [-0.35, 0.43, 0.30], [-0.52, 0.18, -0.06], [-0.12, -0.01, 0.22], [0.05, 0.12, -0.07], [0.11, 0.19, 0.05], [0.12, 0.43, -0.08], [0.16, -0.20, 0.14], [-0.31, -0.06, 0.07], [-0.02, -0.14, -0.05], [0.17, 0.18, -0.11], [0.25, -0.25, -0.15]], "spin_multiplicity": 1, "largest_force_ev_per_a": 1.66, "e_lumo_ev": 0.35}

=====

2.
{"formula": "C2H5NO3S", "method": "ωB97M-V/def2-TZVPD", "symbols": ["C", "C", "N", "O", "O", "O", "S", "H", "H", "H", "H", "H"], "positions_angstrom": [[-0.0164, 0.2153, 0.0544], [0.4512, -1.2297, -0.0346], [0.7315, 2.4520, -0.4450], [2.5598, -1.8738, -1.9150], [0.4236, -1.0806, -2.7539], [1.0572, 1.1232, -0.2959], [1.4642, -0.9883, -1.7882], [-0.8320, 0.1359, -0.7780], [-0.2263, 0.5077, 1.0256], [1.0750, -1.6267, 0.8356], [-0.3138, -1.8572, -0.2634], [-0.2176, 2.6139, -0.4016]], "forces_ev_per_angstrom": [[-0.46, -1.27, -3.08], [4.08, 2.03, 1.17], [4.13, -1.15, -0.11], [1.69, -1.27, 0.23], [-1.55, 0.21, -1.09], [-0.92, 1.14, -0.34], [-0.54, 0.19, 1.72], [0.93, 1.46, 1.75], [-1.48, 0.31, 1.77], [-0.47, 0.66, -1.50], [-2.13, -1.89, -0.77], [-3.28, -0.41, 0.26]], "e_above_lowest_ev": 6.7014, "spin_multiplicity": 1, "largest_force_ev_per_a": 4.71, "e_lumo_ev": [-0.40, -1.90]}

=====

> Which formula does entry 2 have?

C2H5NO3S